# 1
{
  "formula": "C40H34CdN4O9S",
  "method": "ωB97M-V/def2-TZVPD",
  "e_tot_ev": -81818.397,
  "e_above_lowest_kj_mol": 12.9,
  "homo_energy_ev": -1.723,
  "gap_ev": 5.355,
  "charge": -2,
  "lumo_energy_ev": 3.632,
  "symbols": ["Cd", "C", "O", "C", "C", "C", "C", "C", "C", "N", "N", "C", "O", "C", "C", "C", "C", "C", "C", "C", "O", "H", "H", "H", "H", "H", "H", "H", "H", "H", "H", "H", "H", "O", "C", "C", "C", "C", "C", "C", "C", "C", "N", "H", "H", "H", "H", "H", "H", "H", "H", "H", "H", "H", "C", "C", "O", "S", "C", "C", "C", "C", "C", "C", "C", "C", "H", "H", "H", "H", "H", "H", "H", "O", "C", "O", "C", "C", "C", "C", "C", "C", "N", "O", "O", "H", "H", "H", "H"],
  "positions_angstrom": [[0.500, -0.737, 0.343], [-0.124, 3.131, 1.849], [1.103, 3.850, 1.683], [2.079, 3.295, 0.888], [2.871, 4.178, 0.195], [3.883, 3.735, -0.677], [4.051, 2.381, -0.851], [3.262, 1.447, -0.160], [3.516, 0.038, -0.389], [2.775, -0.925, 0.019], [3.251, -2.200, -0.258], [2.445, -3.115, 0.235], [1.367, -2.959, 0.894], [2.863, -4.536, -0.067], [2.258, -5.576, 0.631], [2.578, -6.900, 0.353], [3.501, -7.202, -0.640], [4.107, -6.166, -1.346], [3.793, -4.844, -1.060], [2.278, 1.869, 0.804], [1.649, 1.056, 1.552], [-0.833, 3.862, 2.244], [-0.023, 2.291, 2.529], [-0.488, 2.741, 0.894], [2.678, 5.238, 0.334], [4.494, 4.452, -1.213], [4.807, 2.010, -1.539], [4.420, -0.227, -0.946], [1.523, -5.319, 1.384], [2.102, -7.701, 0.908], [3.742, -8.235, -0.869], [4.825, -6.394, -2.127], [4.250, -4.023, -1.598], [-2.513, -2.381, -0.579], [-2.405, -2.825, -1.925], [-1.681, -4.157, -2.059], [-0.231, -4.145, -1.546], [0.641, -3.281, -2.412], [1.245, -3.795, -3.558], [2.000, -2.956, -4.359], [2.118, -1.622, -4.003], [1.489, -1.192, -2.848], [0.782, -2.003, -2.060], [-2.640, -3.132, 0.006], [-1.875, -2.029, -2.451], [-3.402, -2.917, -2.376], [-1.696, -4.448, -3.116], [-2.242, -4.924, -1.510], [0.160, -5.164, -1.539], [-0.187, -3.759, -0.528], [1.130, -4.847, -3.799], [2.493, -3.340, -5.245], [2.692, -0.923, -4.601], [1.557, -0.159, -2.526], [-3.364, 3.237, 7.318], [-4.867, 3.302, 7.426], [-5.432, 3.910, 8.303], [-5.893, 2.425, 6.250], [-4.775, 1.648, 5.116], [-4.377, 2.317, 3.959], [-3.479, 1.724, 3.087], [-2.950, 0.448, 3.345], [-3.390, -0.222, 4.497], [-4.290, 0.368, 5.369], [-1.990, -0.129, 2.465], [-1.143, -0.593, 1.719], [-2.950, 4.191, 7.638], [-3.012, 2.988, 6.321], [-3.017, 2.465, 8.009], [-4.768, 3.308, 3.757], [-3.161, 2.238, 2.188], [-3.005, -1.213, 4.696], [-4.619, -0.158, 6.258], [-1.267, 0.358, -2.781], [-0.655, 1.198, -2.111], [0.072, 1.053, -1.086], [-0.730, 2.650, -2.591], [0.154, 3.600, -2.087], [0.105, 4.908, -2.536], [-0.844, 5.257, -3.486], [-1.737, 4.326, -3.999], [-1.668, 3.020, -3.550], [-0.905, 6.641, -3.966], [-1.743, 6.929, -4.800], [-0.116, 7.445, -3.514], [0.882, 3.294, -1.345], [0.789, 5.656, -2.162], [-2.460, 4.638, -4.739], [-2.332, 2.256, -3.932]],
  "lowdin_charge": [1.355, -0.090, -0.101, -0.248, -0.063, -0.144, -0.100, -0.163, -0.128, -0.083, 0.033, -0.548, -0.168, -0.150, -0.043, -0.107, -0.128, -0.107, -0.045, -0.363, -0.149, 0.077, 0.069, 0.079, 0.106, 0.075, 0.092, 0.110, 0.110, 0.088, 0.084, 0.088, 0.100, -0.088, -0.270, -0.177, -0.143, -0.288, -0.034, -0.082, -0.059, -0.135, 0.109, 0.077, 0.092, 0.105, 0.108, 0.105, 0.111, 0.090, 0.109, 0.094, 0.098, 0.093, -0.043, -0.750, -0.034, 0.999, -0.595, -0.112, -0.026, -0.258, -0.035, -0.116, -0.200, -0.097, 0.084, 0.066, 0.093, 0.102, 0.114, 0.111, 0.098, 0.000, -0.636, -0.131, -0.095, 0.018, 0.016, -0.163, -0.011, -0.012, -0.367, 0.041, 0.054, 0.100, 0.114, 0.107, 0.112]
}

# 2
{
  "formula": "C2HN3S",
  "method": "ωB97M-V/def2-TZVPD",
  "e_tot_ev": -17390.437,
  "e_above_lowest_kj_mol": 282.1,
  "homo_energy_ev": -8.093,
  "gap_ev": 8.124,
  "lumo_energy_ev": 0.031,
  "symbols": ["C", "C", "N", "N", "N", "S", "H"],
  "positions_angstrom": [[-1.837, 0.011, -0.046], [1.184, 0.085, -0.001], [-0.857, 0.624, 0.007], [0.296, 1.075, 0.005], [1.194, -1.169, -0.026], [2.855, -0.320, 0.035], [-2.835, -0.306, 0.026]],
  "lowdin_charge": [0.229, -0.911, -0.061, 0.050, -0.130, 0.741, 0.081]
}

# 3
{
  "formula": "C7H9N2S",
  "method": "ωB97M-V/def2-TZVPD",
  "e_tot_ev": -21209.976,
  "e_above_lowest_kj_mol": 339.9,
  "homo_energy_ev": [-12.983, -11.922],
  "gap_ev": [7.308, 6.733],
  "charge": 1,
  "lumo_energy_ev": [-5.675, -5.190],
  "symbols": ["C", "C", "C", "C", "C", "C", "C", "N", "N", "S", "H", "H", "H", "H", "H", "H", "H", "H", "H"],
  "positions_angstrom": [[-1.282, 0.189, -0.081], [0.258, -2.891, 0.733], [-0.984, -3.426, 1.008], [-0.972, -1.138, 0.227], [0.908, 0.956, 0.268], [2.142, 1.365, -0.330], [-0.682, 2.439, -0.706], [-0.323, 1.117, -0.195], [0.240, -1.645, 0.283], [-2.224, -2.314, 0.673], [-2.303, 0.480, -0.263], [1.198, -3.403, 0.829], [-1.195, -4.419, 1.351], [2.567, 2.168, 0.283], [2.854, 0.543, -0.185], [2.112, 1.645, -1.385], [-0.369, 3.210, -0.004], [-0.187, 2.613, -1.663], [-1.758, 2.509, -0.841]],
  "lowdin_charge": [-0.035, -0.189, -0.336, -0.542, 0.068, -0.049, 0.031, -0.130, 0.062, 1.117, 0.136, 0.124, 0.081, 0.116, 0.113, 0.098, 0.116, 0.113, 0.107]
}

# 4
{
  "formula": "C2H4N4O2",
  "method": "ωB97M-V/def2-TZVPD",
  "e_tot_ev": -12191.278,
  "e_above_lowest_kj_mol": 213.2,
  "homo_energy_ev": -8.383,
  "smiles": "[H]/N=c1/[nH]c(O)nn1O",
  "gap_ev": 8.973,
  "lumo_energy_ev": 0.590,
  "symbols": ["C", "C", "H", "H", "H", "H", "N", "N", "N", "N", "O", "O"],
  "positions_angstrom": [[1.386, -0.131, -0.119], [-0.734, 0.674, -0.183], [2.984, -0.879, 0.452], [-2.004, -1.900, -0.421], [-2.421, 1.088, 0.291], [0.737, 1.960, 0.296], [0.648, -1.231, -0.339], [-0.712, -0.728, -0.310], [-1.577, 1.547, 0.069], [0.643, 1.056, -0.266], [2.649, -0.017, 0.206], [-1.599, -1.440, 0.324]],
  "lowdin_charge": [-0.442, -0.442, 0.127, 0.126, 0.031, 0.183, 0.151, -0.219, 0.149, 0.152, 0.138, 0.047]
}

# 5
{
  "formula": "C19H22ClNO2",
  "method": "ωB97M-V/def2-TZVPD",
  "e_tot_ev": -38168.090,
  "e_above_lowest_kj_mol": 54.2,
  "homo_energy_ev": -7.917,
  "smiles": "CCCOc1ccc(C(=O)CCNc2ccc(C)c(Cl)c2)cc1",
  "gap_ev": 8.498,
  "lumo_energy_ev": 0.581,
  "symbols": ["C", "C", "C", "O", "C", "C", "C", "C", "C", "C", "H", "H", "C", "O", "C", "C", "N", "C", "C", "C", "C", "C", "C", "H", "Cl", "C", "H", "H", "H", "H", "H", "H", "H", "H", "H", "H", "H", "H", "H", "H", "H", "H", "H", "H", "H"],
  "positions_angstrom": [[4.311, -0.168, 3.519], [3.326, 0.966, 3.272], [2.040, 0.451, 2.636], [1.198, 1.565, 2.398], [0.028, 1.384, 1.753], [-0.480, 0.153, 1.340], [-1.681, 0.087, 0.662], [-2.418, 1.237, 0.388], [-1.921, 2.464, 0.845], [-0.719, 2.542, 1.502], [-0.324, 3.487, 1.839], [-2.501, 3.355, 0.653], [-3.693, 1.251, -0.361], [-4.513, 2.132, -0.207], [-3.882, 0.188, -1.424], [-3.181, 0.646, -2.724], [-1.763, 0.856, -2.595], [-0.871, -0.157, -2.325], [-1.138, -1.502, -2.586], [-0.184, -2.468, -2.335], [1.068, -2.158, -1.821], [1.323, -0.811, -1.577], [0.389, 0.174, -1.816], [0.626, 1.205, -1.602], [2.865, -0.340, -0.940], [2.094, -3.211, -1.543], [2.992, -3.032, -2.134], [1.707, -4.197, -1.786], [2.384, -3.195, -0.493], [-0.418, -3.502, -2.542], [-2.091, -1.801, -2.991], [-1.509, 1.739, -2.175], [-3.625, 1.590, -3.050], [-3.360, -0.097, -3.505], [-3.474, -0.771, -1.111], [-4.948, 0.083, -1.629], [-2.047, -0.886, 0.373], [0.057, -0.761, 1.537], [1.542, -0.261, 3.309], [2.269, -0.056, 1.690], [3.080, 1.465, 4.211], [3.768, 1.707, 2.605], [5.222, 0.215, 3.970], [3.882, -0.911, 4.188], [4.570, -0.657, 2.583]],
  "lowdin_charge": [-0.105, -0.225, -0.224, -0.031, -0.262, -0.010, -0.025, -0.171, -0.010, 0.013, 0.120, 0.120, -0.373, 0.090, -0.092, -0.177, 0.022, -0.283, -0.029, -0.041, -0.314, -0.607, -0.061, 0.116, 0.728, -0.080, 0.075, 0.075, 0.072, 0.112, 0.104, 0.131, 0.129, 0.113, 0.095, 0.122, 0.116, 0.112, 0.136, 0.076, 0.114, 0.115, 0.071, 0.073, 0.071]
}

# 6
{
  "formula": "C9H8O4",
  "method": "ωB97M-V/def2-TZVPD",
  "e_tot_ev": -17648.698,
  "e_above_lowest_kj_mol": 376.3,
  "homo_energy_ev": -9.239,
  "smiles": "COC(=O)C/C(C=O)=C\\C=C=C=O",
  "gap_ev": 7.575,
  "lumo_energy_ev": -1.664,
  "symbols": ["C", "C", "C", "C", "C", "C", "C", "C", "C", "O", "O", "O", "O", "H", "H", "H", "H", "H", "H", "H", "H"],
  "positions_angstrom": [[1.445, 1.664, -0.073], [0.751, 1.161, 1.130], [2.352, 1.084, -0.849], [0.415, -0.146, 1.379], [0.160, -1.367, -0.850], [-0.123, -0.475, 2.705], [3.192, 0.163, -1.207], [0.912, -1.333, 0.504], [-1.364, -0.204, -2.145], [4.075, -0.456, -1.658], [-0.152, -1.617, 3.132], [0.413, -2.194, -1.696], [-0.593, -0.343, -0.970], [1.215, 2.757, -0.322], [0.485, 1.878, 1.885], [-0.487, 0.403, 3.285], [1.935, -1.139, 0.311], [0.863, -2.281, 1.246], [-0.702, 0.301, -2.929], [-1.692, -1.273, -2.411], [-2.323, 0.367, -1.927]],
  "lowdin_charge": [-0.068, -0.015, 0.001, -0.162, -0.544, -0.219, -0.208, 0.003, -0.030, 0.173, 0.049, 0.110, -0.060, 0.130, 0.103, 0.129, 0.079, 0.177, 0.124, 0.119, 0.110]
}